(1)
The following is a quantum chemistry calculation of a molecular structure, C25H47BrCl2LaO2P2 at a distorted geometry, from the Open Molecules 2025 dataset.

The calculation puts the HOMO energy at -0.1161 hartree.

ORCA input file:
```
! RIJCOSX wB97M-V def2-TZVPD def2/J DEFGRID3
* xyz -1 1
La 0.047 0.060 -0.484
Cl 0.237 0.271 -3.254
P -1.012 -2.569 -0.975
C 0.351 -3.231 -2.057
C -1.084 -3.566 0.582
C -2.579 -2.569 -1.947
C 1.715 -2.534 -1.885
H -0.026 -2.984 -3.062
C 0.481 -4.742 -1.929
H 1.020 -5.033 -1.019
H 1.052 -5.105 -2.794
H -0.484 -5.256 -1.931
H 1.725 -1.573 -2.420
H 2.495 -3.160 -2.337
H 2.017 -2.345 -0.839
H -2.269 -2.008 -2.849
C -3.746 -1.800 -1.299
C -2.941 -4.001 -2.318
H -2.250 -4.399 -3.067
H -3.950 -4.010 -2.743
H -2.938 -4.672 -1.451
H -3.403 -1.051 -0.573
H -4.459 -2.467 -0.790
H -4.277 -1.243 -2.085
C 0.153 -3.265 1.432
H -1.081 -4.622 0.262
C -2.331 -3.235 1.395
H 1.100 -3.527 0.942
H 0.088 -3.811 2.380
H 0.205 -2.201 1.717
H -2.426 -2.145 1.538
H -2.236 -3.662 2.402
H -3.258 -3.606 0.946
Cl -2.098 0.228 1.310
H -1.842 0.574 -1.264
P -0.174 2.966 -0.978
C -1.050 3.587 -2.445
C -0.592 3.997 0.481
C 1.651 2.967 -1.389
C -2.398 2.876 -2.691
H -0.374 3.330 -3.279
C -1.203 5.108 -2.378
H -1.997 5.405 -1.676
H -1.469 5.477 -3.380
H -0.276 5.611 -2.081
H -2.238 1.881 -3.120
H -2.991 3.461 -3.407
H -2.981 2.751 -1.765
H 1.641 2.389 -2.328
C 2.573 2.234 -0.396
C 2.115 4.388 -1.634
H 1.700 4.799 -2.557
H 3.205 4.366 -1.722
H 1.861 5.053 -0.803
H 2.065 1.678 0.414
H 3.245 2.953 0.097
H 3.185 1.498 -0.945
C -2.043 3.681 0.865
H -0.471 5.050 0.168
C 0.349 3.657 1.636
H -2.778 4.163 0.207
H -2.237 3.994 1.897
H -2.234 2.591 0.847
H 0.325 2.576 1.866
H 0.003 4.148 2.558
H 1.394 3.937 1.442
Br 0.381 0.766 3.802
C 1.951 -0.231 4.194
C 2.201 -0.434 5.559
C 3.282 -1.214 5.979
C 4.091 -1.805 5.019
C 3.853 -1.628 3.647
C 2.783 -0.830 3.202
C 2.526 -0.709 1.710
O 3.381 -1.062 0.862
O 1.341 -0.236 1.408
H 1.535 -0.004 6.282
H 3.458 -1.374 7.046
H 4.925 -2.427 5.356
H 4.489 -2.126 2.900
*
```

Atomic charges from the Löwdin analysis, expressed in e, are listed below: number 1, La, carries 1.0808; number 2, Cl, carries -0.1951; number 3, P, carries 0.9277; number 4, C, carries -0.5482; number 5, C, carries -0.5480; number 6, C, carries -0.5456; number 7, C, carries -0.1593; number 8, H, carries 0.0990; number 9, C, carries -0.1391; number 10, H, carries 0.0765; number 11, H, carries 0.0766; number 12, H, carries 0.0520; number 13, H, carries -0.0195; number 14, H, carries 0.0819; number 15, H, carries 0.0460; number 16, H, carries 0.0995; number 17, C, carries -0.1448; number 18, C, carries -0.1379; number 19, H, carries 0.0638; number 20, H, carries 0.0720; number 21, H, carries 0.0688; number 22, H, carries -0.0197; number 23, H, carries 0.0677; number 24, H, carries 0.0775; number 25, C, carries -0.1171; number 26, H, carries 0.0917; number 27, C, carries -0.1388; number 28, H, carries 0.0712; number 29, H, carries 0.0831; number 30, H, carries 0.0523; number 31, H, carries -0.0207; number 32, H, carries 0.0764; number 33, H, carries 0.0636; number 34, Cl, carries -0.1543; number 35, H, carries -0.1825; number 36, P, carries 0.9153; number 37, C, carries -0.5550; number 38, C, carries -0.5545; number 39, C, carries -0.5691; number 40, C, carries -0.1589; number 41, H, carries 0.0958; number 42, C, carries -0.1388; number 43, H, carries 0.0725; number 44, H, carries 0.0755; number 45, H, carries 0.0485; number 46, H, carries 0.0199; number 47, H, carries 0.0665; number 48, H, carries 0.0573; number 49, H, carries 0.0421; number 50, C, carries -0.1318; number 51, C, carries -0.1376; number 52, H, carries 0.0667; number 53, H, carries 0.0715; number 54, H, carries 0.0712; number 55, H, carries 0.0184; number 56, H, carries 0.0829; number 57, H, carries 0.0898; number 58, C, carries -0.1435; number 59, H, carries 0.0921; number 60, C, carries -0.1384; number 61, H, carries 0.0636; number 62, H, carries 0.0743; number 63, H, carries -0.0283; number 64, H, carries -0.0060; number 65, H, carries 0.0800; number 66, H, carries 0.0689; number 67, Br, carries 0.8453; number 68, C, carries -0.5479; number 69, C, carries -0.1485; number 70, C, carries -0.1005; number 71, C, carries -0.1021; number 72, C, carries -0.0223; number 73, C, carries -0.1365; number 74, C, carries -0.5855; number 75, O, carries 0.0000; number 76, O, carries -0.4653; number 77, H, carries 0.0789; number 78, H, carries 0.1007; number 79, H, carries 0.0961; number 80, H, carries 0.1189

***

(2)
The following is a quantum chemistry calculation of 2 unconnected molecules or ions with the total composition C25H47ClF4N4O11PS at a distorted geometry, from the Open Molecules 2025 dataset.

The calculation puts the HOMO energy at -0.3974 hartree.

ORCA input file:
```
! RIJCOSX wB97M-V def2-TZVPD def2/J DEFGRID3
* xyz 1 1
C 2.837 1.240 4.546
C 2.263 0.155 3.646
O 1.873 0.744 2.404
C 1.646 -0.154 1.340
C 2.805 0.077 0.354
C 4.118 -0.558 0.803
C 5.389 -0.286 -0.023
C 6.612 -0.229 0.883
Cl 5.290 1.234 -0.962
N 2.457 -0.170 -1.066
C 2.827 -1.453 -1.712
C 2.405 -2.728 -0.976
C 3.407 -3.889 -1.190
O 3.622 -4.593 0.009
C 4.877 -4.408 0.640
C 1.368 0.504 -1.449
N 1.242 0.717 -2.790
S -0.095 1.320 -3.589
O -0.372 2.636 -3.168
O -1.080 0.328 -3.703
F 0.668 1.408 -4.943
N 0.460 0.994 -0.594
P 0.727 2.803 -0.104
O 1.720 3.104 -1.359
O -0.691 3.406 -0.536
C 0.288 0.131 0.642
C -0.715 0.809 1.584
C -1.093 -0.030 2.823
C -2.618 -0.113 3.059
C -3.092 -1.527 3.427
N -4.462 -1.771 2.929
C -5.474 -1.529 3.975
C -4.601 -3.108 2.431
C -5.496 -3.263 1.232
O -4.041 -4.038 2.929
C -0.327 -1.223 0.184
O -1.746 -1.291 0.221
C -2.446 -0.944 -0.880
F -2.014 -1.608 -1.965
F -2.354 0.371 -1.160
F -3.723 -1.245 -0.664
H 3.926 1.232 4.570
H 2.470 2.215 4.229
H 2.495 1.091 5.571
H 2.997 -0.642 3.478
H 1.402 -0.323 4.124
H 1.654 -1.165 1.760
H 2.972 1.156 0.423
H 4.295 -0.138 1.796
H 4.021 -1.638 0.929
H 5.549 -1.097 -0.734
H 6.521 0.617 1.566
H 6.698 -1.155 1.454
H 7.512 -0.071 0.291
H 3.906 -1.444 -1.862
H 2.402 -1.468 -2.716
H 1.438 -3.064 -1.351
H 2.337 -2.586 0.100
H 4.356 -3.522 -1.599
H 3.002 -4.596 -1.917
H 5.507 -5.289 0.496
H 4.716 -4.282 1.713
H 5.397 -3.523 0.261
H 2.014 0.437 -3.379
H 1.663 4.008 -1.697
H -0.754 3.833 -1.404
H -1.605 1.069 1.013
H -0.292 1.751 1.933
H -0.690 -1.042 2.758
H -0.644 0.453 3.689
H -2.861 0.560 3.886
H -3.187 0.240 2.199
H -2.430 -2.259 2.967
H -3.064 -1.661 4.512
H -5.621 -2.411 4.608
H -6.431 -1.257 3.527
H -5.136 -0.709 4.606
H -4.862 -3.525 0.383
H -6.171 -4.102 1.402
H -6.047 -2.355 1.004
H 0.035 -1.531 -0.798
H -0.015 -1.994 0.887
C -3.385 2.752 -4.964
O -3.206 4.170 -4.923
C -4.324 4.868 -5.157
O -5.405 4.395 -5.387
O -4.028 6.163 -5.090
C -5.143 7.034 -5.328
H -2.404 2.339 -4.753
H -4.093 2.430 -4.203
H -3.732 2.430 -5.944
H -5.921 6.868 -4.587
H -5.545 6.873 -6.326
H -4.750 8.042 -5.241
*
```

Atomic charges from the Löwdin analysis, expressed in e, are listed below: number 1, C, carries -0.0430; number 2, C, carries -0.2402; number 3, O, carries -0.1282; number 4, C, carries -0.2300; number 5, C, carries -0.2158; number 6, C, carries -0.1427; number 7, C, carries -0.7156; number 8, C, carries -0.1180; number 9, Cl, carries 0.6793; number 10, N, carries 0.0439; number 11, C, carries -0.0997; number 12, C, carries -0.1146; number 13, C, carries -0.2064; number 14, O, carries -0.1749; number 15, C, carries -0.0887; number 16, C, carries -0.3909; number 17, N, carries 0.0495; number 18, S, carries 0.6284; number 19, O, carries -0.2141; number 20, O, carries -0.1853; number 21, F, carries -0.0956; number 22, N, carries -0.0151; number 23, P, carries 0.9861; number 24, O, carries -0.2509; number 25, O, carries -0.2218; number 26, C, carries -0.3126; number 27, C, carries -0.1386; number 28, C, carries -0.1524; number 29, C, carries -0.1527; number 30, C, carries -0.1830; number 31, N, carries -0.1336; number 32, C, carries -0.0468; number 33, C, carries -0.5101; number 34, C, carries 0.0071; number 35, O, carries 0.1114; number 36, C, carries -0.0694; number 37, O, carries 0.0603; number 38, C, carries -0.6902; number 39, F, carries 0.1588; number 40, F, carries 0.1549; number 41, F, carries 0.1951; number 42, H, carries 0.0750; number 43, H, carries 0.0846; number 44, H, carries 0.0808; number 45, H, carries 0.1148; number 46, H, carries 0.1110; number 47, H, carries 0.1515; number 48, H, carries 0.1217; number 49, H, carries 0.1197; number 50, H, carries 0.1116; number 51, H, carries 0.0783; number 52, H, carries 0.0848; number 53, H, carries 0.0878; number 54, H, carries 0.0810; number 55, H, carries 0.1028; number 56, H, carries 0.1300; number 57, H, carries 0.1155; number 58, H, carries 0.1030; number 59, H, carries 0.1181; number 60, H, carries 0.1306; number 61, H, carries 0.0952; number 62, H, carries 0.0915; number 63, H, carries 0.0710; number 64, H, carries 0.1456; number 65, H, carries 0.0904; number 66, H, carries 0.0632; number 67, H, carries 0.1086; number 68, H, carries 0.0836; number 69, H, carries 0.1051; number 70, H, carries 0.1092; number 71, H, carries 0.1120; number 72, H, carries 0.1092; number 73, H, carries 0.1093; number 74, H, carries 0.1250; number 75, H, carries 0.0967; number 76, H, carries 0.0875; number 77, H, carries 0.0862; number 78, H, carries 0.0839; number 79, H, carries 0.0892; number 80, H, carries 0.0790; number 81, H, carries 0.1195; number 82, H, carries 0.1399; number 83, C, carries -0.0295; number 84, O, carries -0.0003; number 85, C, carries -0.6240; number 86, O, carries 0.1327; number 87, O, carries 0.0030; number 88, C, carries -0.0297; number 89, H, carries 0.0477; number 90, H, carries 0.1057; number 91, H, carries 0.1057; number 92, H, carries 0.0984; number 93, H, carries 0.0993; number 94, H, carries 0.0941

***

(3)
The following is a quantum chemistry calculation of a molecular structure, C25H47ClIrN4O at a distorted geometry, from the Open Molecules 2025 dataset.

The calculation puts the HOMO energy (spin up / spin down) at 0.0891 / -0.1147 hartree. The expectation value of S² is 8.7650.

ORCA input file:
```
! RIJCOSX wB97M-V def2-TZVPD def2/J DEFGRID3
* xyz -2 6
Ir -0.353 -0.601 0.350
Cl -0.835 -2.821 0.480
C -3.812 1.978 1.200
C -2.022 0.534 1.058
N -3.096 1.097 0.388
H -3.473 2.484 3.353
N -2.205 1.040 2.327
H -4.703 2.502 0.905
C -3.417 0.989 -1.017
C -4.870 1.377 -1.265
C -2.590 2.012 -1.770
H -5.058 2.446 -1.077
H -5.080 1.207 -2.333
H -5.590 0.797 -0.671
H -3.532 -0.456 -2.560
H -3.918 -1.109 -0.923
H -1.528 1.772 -1.714
C -3.256 -0.437 -1.493
H -2.781 2.986 -1.299
H -2.883 2.065 -2.829
H -2.238 -0.834 -1.385
C -3.232 1.975 2.411
C -0.204 2.148 2.896
H -0.708 3.108 3.035
H 0.663 2.086 3.561
C -1.158 1.046 3.298
H 0.393 -0.179 3.962
C -1.718 1.433 4.652
H -2.554 0.795 4.963
H 0.081 2.109 1.841
H -0.305 -0.900 2.497
H -2.020 2.488 4.650
H -0.879 1.339 5.349
C -0.543 -0.329 3.416
H -1.246 -0.947 3.988
C 2.567 -2.411 -2.166
N 1.547 -1.522 -1.976
H 3.986 -3.239 -0.802
N 2.567 -1.727 -0.111
H 2.764 -2.999 -3.046
C 0.629 -1.395 -3.082
C 1.321 -1.528 -4.410
C -0.391 -2.497 -2.996
H 1.549 -2.552 -4.674
H 0.606 -1.176 -5.159
H 2.222 -0.920 -4.523
H -0.755 -0.022 -3.788
H 0.819 0.724 -3.121
H -0.959 -2.372 -2.056
C 0.041 -0.047 -3.048
H 0.112 -3.480 -3.020
H -1.021 -2.353 -3.885
H -0.414 0.057 -2.075
C 3.220 -2.515 -1.016
C 2.238 -3.046 1.900
H 2.421 -3.960 1.308
H 2.686 -3.153 2.899
C 2.939 -1.876 1.266
H 3.124 -0.750 3.018
C 4.415 -2.202 1.372
H 5.061 -1.571 0.761
H 1.162 -2.838 1.971
H 1.573 -0.494 2.144
H 4.591 -3.253 1.135
H 4.757 -2.087 2.410
C 2.659 -0.619 2.026
H 3.116 0.219 1.485
C 1.458 -1.090 -0.672
C 2.177 1.526 0.148
C 1.005 2.100 -0.603
C 1.610 2.891 -1.801
O 0.149 0.982 -0.884
H 2.570 0.657 -0.465
H 1.852 1.159 1.134
H 3.043 2.179 0.367
H 0.243 2.704 -0.030
H 2.255 2.186 -2.374
H 0.888 3.435 -2.434
H 2.268 3.676 -1.372
*
```

Atomic charges from the Löwdin analysis, expressed in e, are listed below: number 1, Ir, carries 0.7630; number 2, Cl, carries -0.0238; number 3, C, carries -0.1243; number 4, C, carries -0.1633; number 5, N, carries -0.0149; number 6, H, carries 0.0725; number 7, N, carries -0.0505; number 8, H, carries 0.0651; number 9, C, carries -0.5885; number 10, C, carries -0.1739; number 11, C, carries -0.0393; number 12, H, carries 0.0522; number 13, H, carries 0.0783; number 14, H, carries 0.0627; number 15, H, carries 0.0920; number 16, H, carries 0.0947; number 17, H, carries 0.0527; number 18, C, carries -0.0521; number 19, H, carries 0.0827; number 20, H, carries 0.0883; number 21, H, carries 0.0089; number 22, C, carries -0.1279; number 23, C, carries -0.0340; number 24, H, carries 0.0758; number 25, H, carries 0.0913; number 26, C, carries -0.6154; number 27, H, carries 0.0857; number 28, C, carries -0.1587; number 29, H, carries 0.0680; number 30, H, carries 0.0499; number 31, H, carries -0.0241; number 32, H, carries 0.0493; number 33, H, carries 0.0825; number 34, C, carries -0.0654; number 35, H, carries 0.0928; number 36, C, carries -0.1085; number 37, N, carries -0.0051; number 38, H, carries 0.0745; number 39, N, carries -0.0239; number 40, H, carries 0.0966; number 41, C, carries -0.6216; number 42, C, carries -0.0931; number 43, C, carries -0.0439; number 44, H, carries 0.0620; number 45, H, carries 0.0850; number 46, H, carries 0.0863; number 47, H, carries 0.0977; number 48, H, carries 0.0970; number 49, H, carries 0.0091; number 50, C, carries -0.0647; number 51, H, carries 0.0931; number 52, H, carries 0.0917; number 53, H, carries 0.0067; number 54, C, carries -0.1221; number 55, C, carries -0.0864; number 56, H, carries 0.0812; number 57, H, carries 0.0760; number 58, C, carries -0.6164; number 59, H, carries 0.0875; number 60, C, carries -0.2757; number 61, H, carries 0.0454; number 62, H, carries 0.0018; number 63, H, carries 0.0285; number 64, H, carries 0.0277; number 65, H, carries 0.0515; number 66, C, carries -0.0800; number 67, H, carries 0.0610; number 68, C, carries -0.2224; number 69, C, carries -0.1376; number 70, C, carries -0.5000; number 71, C, carries -0.0836; number 72, O, carries -0.5599; number 73, H, carries 0.0927; number 74, H, carries 0.0226; number 75, H, carries 0.0829; number 76, H, carries 0.1269; number 77, H, carries 0.0731; number 78, H, carries 0.0656; number 79, H, carries 0.0686

***

Question: Number 2 is which compound?
Answer: C25H47ClF4N4O11PS